C25H30N8O3Ti | wB97M-V/def2-TZVPD

max |F|: 2.6 eV/Å
ΔE to the lowest compared entry with this formula, charge and spin: 0.0 kcal/mol
gap between HOMO and LUMO: 7.4 eV
LUMO: -0.2241 Eh
total charge: +2
multiplicity: 1

Each line ends with the Mulliken charge.
CARTESIAN COORDINATES (ANGSTROEM)
Ti (0.46087, -0.52109, 0.43898)  -0.59
O (1.18176, -2.31116, 1.51187)  -0.34
O (2.25848, -4.32241, 1.58412)  -0.42
O (0.89834, 0.44422, 2.25242)  -0.41
N (-0.39197, -1.11048, -2.48696)  -0.19
N (-0.39363, 0.91856, -0.44425)  1.50
N (-1.30414, -1.06024, 1.46847)  0.58
N (3.31198, -2.54688, 2.33232)  -0.24
N (2.34011, 1.56847, 3.50169)  -0.37
N (0.06454, -1.71749, -1.34523)  0.48
N (-2.40932, -0.37324, 1.06323)  -0.24
N (3.48134, -1.27305, 2.84615)  -0.35
C (-1.45713, 1.69885, 0.08132)  1.05
C (0.00378, 0.25843, -2.78386)  -0.10
C (-0.97282, -3.24609, -2.62930)  -1.28
C (0.09500, 1.19024, -1.78578)  0.50
C (-3.51084, -1.16726, 1.18112)  -0.15
C (2.16763, -3.00618, 1.79714)  0.53
C (-1.03495, -2.00744, -3.25237)  -0.12
C (-0.29159, -2.99563, -1.43937)  -0.15
C (1.10531, 1.75138, -4.36656)  0.28
C (2.41398, 0.12085, 0.08486)  -0.70
C (1.71197, 2.00643, -5.71939)  -1.45
C (0.49307, 0.54173, -4.03684)  -0.51
C (-1.75280, -2.24555, 1.76434)  -0.59
C (1.25065, 2.68700, -3.33791)  -1.42
C (-3.10298, -2.40602, 1.57476)  -1.18
C (2.69857, 1.29463, 1.04413)  -0.93
C (-3.52052, 3.11386, 1.42307)  0.39
C (-1.65271, 3.05314, -0.12620)  -0.77
C (-4.57166, 3.84245, 2.20606)  -1.63
C (-3.38726, 1.75220, 1.59039)  -0.45
C (1.96154, 1.06814, 2.30940)  0.74
C (-2.39758, 1.04213, 0.92142)  0.18
C (0.76364, 2.37793, -2.06423)  -0.30
C (-2.66350, 3.75789, 0.53894)  -1.36
C (1.11259, -5.16904, 1.58744)  -0.45
H (1.07361, -5.67826, 0.65000)  0.28
H (-4.76205, 3.36527, 3.10795)  0.45
H (2.42867, 0.37143, -0.97352)  0.56
H (3.16450, 2.12978, 3.65012)  0.23
H (1.79498, 3.59226, -3.48029)  0.48
H (0.51444, -0.26027, -4.76297)  0.49
H (-3.69083, -3.29849, 1.61963)  0.46
H (1.76879, 1.37592, 4.32071)  0.27
H (0.91785, 3.10622, -1.28684)  0.43
H (-1.34960, -4.17157, -2.97163)  0.49
H (-4.34462, 4.88281, 2.44893)  0.42
H (3.88677, -3.37172, 2.64350)  0.30
H (4.33149, -0.88610, 2.47566)  0.28
H (-1.08847, -3.00921, 2.05305)  0.53
H (1.38075, 2.92243, -6.17272)  0.41
H (3.72336, 1.46521, 1.27171)  0.66
H (3.09153, -0.70038, 0.24920)  0.66
H (2.29321, 2.23687, 0.60812)  0.19
H (2.79501, 2.11474, -5.67766)  0.32
H (-1.43886, -1.70318, -4.19236)  0.57
H (1.17254, -5.91773, 2.38078)  0.32
H (-0.99116, 3.61575, -0.78945)  0.37
H (0.19534, -4.57742, 1.73355)  0.16
H (-5.48264, 3.88008, 1.59397)  0.31
H (0.06307, -3.64784, -0.69053)  0.45
H (-4.10806, 1.19332, 2.17471)  0.62
H (3.51500, -1.32594, 3.86218)  0.28
H (1.45689, 1.23112, -6.45567)  0.37
H (-2.81438, 4.78397, 0.38696)  0.54
H (-4.45690, -0.72832, 0.93749)  0.59

C2H5O3Si | wB97M-V/def2-TZVPD

max |F|: 4.0 eV/Å
ΔE to the lowest compared entry with this formula, charge and spin: 23.3 kcal/mol
gap between HOMO and LUMO (spin up / spin down): 4.4 / 5.9 eV
LUMO (spin up / spin down): 0.1513 / 0.0626 Eh
total charge: -1
multiplicity: 3

Each line ends with the Mulliken charge.
CARTESIAN COORDINATES (ANGSTROEM)
Si (-0.07589, 0.02844, 0.17720)  -0.31
O (-2.64213, -1.51793, -0.08756)  -0.60
O (-2.54066, 0.70057, 0.20061)  -0.53
O (0.03683, 1.54978, -0.48356)  -0.39
C (-2.08983, -0.44584, 0.14441)  0.70
C (1.67515, -0.67764, -0.31751)  -0.99
H (2.53166, -0.11520, 0.20105)  0.25
H (0.33397, 0.79336, 2.08309)  -0.05
H (1.65092, -1.83001, -0.27823)  0.24
H (-0.80446, 2.02483, -0.36446)  0.31
H (1.92444, -0.51037, -1.27503)  0.37

C4H5N2O3S2 | wB97M-V/def2-TZVPD

max |F|: 3.0 eV/Å
ΔE to the lowest compared entry with this formula, charge and spin: 54.4 kcal/mol
gap between HOMO and LUMO: 6.2 eV
LUMO: 0.1262 Eh
total charge: -1
multiplicity: 1

Each line ends with the Mulliken charge.
CARTESIAN COORDINATES (ANGSTROEM)
S (0.73672, -3.20503, 0.48820)  0.27
S (-0.71254, -2.07235, -2.13130)  -0.24
O (0.88854, -2.34891, 1.72183)  -0.67
O (1.18878, 0.11777, 1.15310)  -0.57
O (0.50766, -0.03136, -3.24206)  -0.55
N (1.13419, -0.65182, -1.04663)  -0.45
N (-0.94724, -3.80426, 0.18413)  -0.32
C (0.39288, -0.63875, -2.22924)  0.39
C (0.82946, 0.25368, -0.16071)  0.66
C (-0.81318, -2.49652, -0.30372)  -0.17
C (0.17438, 1.62588, -0.37306)  -0.97
H (1.03060, 2.33112, -0.50049)  0.23
H (-0.44982, 1.63017, -1.22063)  0.39
H (-1.02527, -4.62545, -0.39264)  0.20
H (-0.30220, 1.81257, 0.59327)  0.29
H (1.05684, -0.83364, 1.51497)  0.51

C60H47FGeIrNO4P3S | wB97M-V/def2-TZVPD

max |F|: 3.6 eV/Å
ΔE to the lowest compared entry with this formula, charge and spin: 28.4 kcal/mol
gap between HOMO and LUMO (spin up / spin down): 6.6 / 6.8 eV
LUMO (spin up / spin down): 0.0098 / -0.0603 Eh
multiplicity: 6

Each line ends with the Mulliken charge.
CARTESIAN COORDINATES (ANGSTROEM)
Ir (-4.81347, -13.86715, -17.07125)  3.13
Ge (-5.81715, -16.54236, -14.69247)  2.16
S (-3.61809, -11.62110, -18.31501)  1.83
P (-3.44218, -13.70728, -14.79453)  2.13
P (-8.12250, -14.40342, -16.92289)  1.89
P (-3.82328, -16.13761, -17.87507)  1.88
F (-6.14024, -14.76040, -15.31377)  -0.62
O (-3.99591, -11.59270, -19.72036)  -0.74
O (-2.47994, -10.80015, -17.90040)  -0.75
O (-4.76446, -11.41291, -17.43304)  -0.65
O (-3.20462, -13.08060, -17.93758)  -1.55
N (-6.81446, -13.72868, -17.64852)  -0.23
C (-2.98000, -9.64621, -14.30734)  -0.62
C (-6.50973, -18.10564, -20.19724)  -0.20
C (-6.55999, -14.29500, -19.95951)  0.69
C (0.53666, -15.57700, -19.30673)  -0.76
C (-7.62896, -18.34396, -15.93389)  -0.89
C (-4.76775, -17.46314, -21.71045)  -0.76
C (-1.68972, -14.11201, -14.98549)  0.60
C (-2.08253, -15.87943, -18.43079)  0.75
C (-1.02170, -13.44052, -15.97423)  -0.61
C (-4.72501, -16.34974, -11.99407)  -0.21
C (-3.44186, -13.90227, -12.09410)  -0.19
C (-2.65943, -10.95416, -14.57673)  -0.34
C (-10.81688, -13.79740, -19.98121)  -0.77
C (-7.20579, -12.05196, -19.42224)  -0.41
C (-4.16346, -15.81450, -10.84906)  -0.77
C (-10.73256, -13.28391, -17.25347)  -1.04
C (-3.92666, -14.50767, -13.20784)  -0.38
C (-3.77271, -17.63749, -16.86559)  -0.22
C (-8.43274, -11.67480, -14.01479)  -0.39
C (-3.60094, -14.56637, -10.86387)  -1.08
C (-4.57850, -16.86684, -19.37386)  0.00
C (-7.99883, -12.29389, -15.17437)  -0.45
C (-4.39390, -17.71444, -15.58217)  -0.57
C (-8.20428, -16.22202, -16.86004)  0.51
C (-4.68643, -15.69461, -13.21619)  -0.43
C (-8.39169, -13.65483, -15.34226)  0.61
C (-4.89907, -11.59508, -13.94748)  -0.72
C (-3.07060, -18.72804, -17.35641)  -0.16
C (-5.83437, -17.48350, -19.16779)  -0.11
C (-2.62917, -19.76649, -16.52757)  -0.70
C (-3.64104, -11.95083, -14.36614)  0.21
C (-1.01502, -15.01759, -14.15646)  -0.91
C (0.37463, -13.50252, -15.98195)  -1.06
C (-9.31573, -16.92445, -17.44822)  -0.35
C (-9.44164, -13.69283, -13.16254)  -1.26
C (-7.38777, -16.96812, -16.01992)  -0.39
C (-9.47171, -18.28441, -17.46928)  -0.98
C (-9.18403, -12.36981, -13.02313)  -0.80
C (-1.01415, -16.47755, -17.77186)  -0.61
C (0.30014, -16.37850, -18.19788)  -0.85
C (-11.82831, -12.87281, -18.05299)  -0.77
C (-9.74072, -14.17324, -19.25113)  -0.23
C (-4.25503, -9.29161, -13.92576)  -0.88
C (-6.52191, -14.02809, -21.32653)  -0.76
C (-6.87337, -12.72551, -21.68222)  -1.06
C (-9.63072, -13.88856, -17.88713)  0.62
C (-6.89356, -13.34840, -19.02595)  0.45
C (-5.18356, -10.28492, -13.71191)  -0.47
C (-1.80602, -14.93078, -19.39160)  -0.96
C (-4.10551, -18.87466, -14.84353)  0.01
C (-8.62041, -18.99031, -16.65223)  -0.68
C (-0.48738, -14.81842, -19.87407)  -1.18
C (-11.88982, -13.13740, -19.37675)  -0.79
C (-9.09428, -14.35317, -14.37197)  -0.36
C (0.36054, -15.04970, -14.15433)  -0.60
C (-3.23052, -19.86608, -15.31220)  -0.92
C (1.08787, -14.32483, -15.13149)  -0.77
C (-6.05184, -17.97946, -21.48702)  -0.68
C (-7.23180, -11.76651, -20.79058)  -1.11
C (-4.02579, -16.94047, -20.66401)  -0.87
H (-6.29119, -14.73705, -22.07820)  0.53
H (-1.52181, -12.76576, -16.61692)  0.67
H (-2.84699, -13.05153, -12.20451)  0.65
H (-3.08435, -16.45544, -20.83802)  0.49
H (-10.02940, -14.16706, -12.42156)  0.53
H (2.18933, -14.37407, -15.15805)  0.37
H (-2.90276, -20.59236, -14.61072)  0.39
H (-4.37305, -17.43370, -22.72228)  0.42
H (-9.53265, -11.72479, -12.20969)  0.40
H (-6.86987, -12.47112, -22.70881)  0.46
H (-3.23745, -14.17885, -9.96802)  0.51
H (-12.80582, -12.97848, -19.95778)  0.36
H (-2.69964, -18.65003, -18.39403)  0.42
H (-1.64916, -11.26320, -14.93028)  0.23
H (-7.10586, -18.97262, -15.20375)  0.21
H (-7.44600, -11.76039, -15.97793)  0.07
H (-4.48579, -8.20820, -13.79221)  0.31
H (-10.71332, -13.97334, -21.03104)  0.46
H (1.04955, -16.97783, -17.76469)  0.57
H (-12.65442, -12.45921, -17.53986)  0.45
H (-10.74593, -13.01336, -16.21080)  0.40
H (0.84266, -15.69850, -13.44897)  0.46
H (-1.59911, -15.49736, -13.39148)  0.40
H (-1.16859, -17.05219, -16.84264)  0.27
H (-4.61679, -18.95736, -13.88372)  0.34
H (-1.90458, -20.50837, -16.87153)  0.46
H (-8.65507, -20.04084, -16.54424)  0.46
H (-2.63747, -14.38787, -19.80423)  0.96
H (-5.26765, -17.29246, -11.90346)  0.31
H (-6.64156, -18.47795, -22.30819)  0.31
H (-0.22498, -14.14128, -20.67682)  0.46
H (-6.14308, -17.57024, -18.15478)  0.12
H (-9.96341, -16.31538, -18.14673)  0.24
H (-9.33951, -15.39633, -14.55018)  0.55
H (-7.39713, -18.67748, -19.99670)  0.48
H (-8.95584, -14.75394, -19.70302)  0.63
H (1.55051, -15.54677, -19.67992)  0.41
H (-7.69868, -10.86841, -21.20070)  0.43
H (-2.20961, -8.91703, -14.34485)  0.49
H (-8.26075, -10.61955, -13.83505)  0.51
H (0.93035, -12.83486, -16.62107)  0.50
H (-4.12580, -16.44047, -9.98847)  0.46
H (-7.44500, -11.32289, -18.66634)  0.45
H (-10.18984, -18.79682, -18.13676)  0.39
H (-5.64392, -12.32321, -13.73483)  0.73
H (-6.17118, -10.03441, -13.30500)  0.35
H (-6.28689, -15.25965, -19.60504)  0.09